(1)
Computed, not measured: a cluster of 2 separate species, C4H12NO2PS in total, with ωB97M-V/def2-TZVPD.

Structure (XYZ):
```
21
Properties=species:S:1:pos:R:3
C -3.6485 -1.4347 -0.8383
C 2.0382 2.2128 0.9501
C 2.4451 -0.5504 0.0324
C 0.7935 1.4691 -1.3179
N 0.0508 0.3557 1.0847
O -1.3790 -2.6065 -0.2339
O -2.4839 -1.0580 1.6109
P -2.1475 -1.2138 -0.0203
S 1.1929 0.7716 0.2269
H -4.2931 -0.6020 -0.6903
H -3.5916 -1.6128 -1.8950
H 1.1003 2.8596 1.2654
H 2.5446 2.1143 1.9279
H 3.0725 -0.4320 0.8379
H 1.9639 -1.4534 -0.1683
H 3.1398 -0.2624 -0.7756
H -0.2580 1.2307 -1.4044
H 0.8965 2.5194 -1.1494
H 1.3982 0.9594 -2.0467
H -1.0160 -2.8451 0.6671
H -1.8187 -0.4216 1.9367
```

## Properties
**E_HOMO (spin up / spin down)**: -0.3042 / -0.2585 hartree
**E_LUMO (spin up / spin down)**: -0.188 / -1.205 eV
**Relative energy (zero: lowest compared OMol25 entry of this formula, charge and spin)**: 205.9 kcal per mole
**Molar mass**: 169.2 g/mol

=====

(2)
Computed, not measured: a cluster of 2 separate species, C4H12NO3 in total, with ωB97M-V/def2-TZVPD.

Structure (XYZ):
```
20
Properties=species:S:1:pos:R:3
C 0.1640 1.5918 0.4269
C 0.7158 0.1894 0.8103
C -0.1306 -0.4598 1.8780
O 0.0657 0.1956 3.1653
N 0.9415 -0.7393 -0.3055
C -0.3414 -1.3533 -0.8683
O -1.2588 -0.4882 -1.3117
H -0.7363 1.8138 1.0025
H -0.0698 1.6104 -0.6336
H 0.9554 2.3331 0.5719
H 1.7196 0.3582 1.2099
H -1.1767 -0.2823 1.6514
H 0.0314 -1.5247 2.0153
H 0.9633 0.5407 3.1642
H 1.2941 -0.2175 -1.1022
H 0.0710 -2.0013 -1.6718
H -0.6777 -2.0118 -0.0364
H -0.6583 0.4590 -2.4114
H -0.3447 0.3390 -3.9357
O -0.1238 0.8874 -3.1741
```

## Properties
**E_HOMO**: -0.1299 hartree
**Net charge**: -1
**E_LUMO**: 3.671 eV
**Relative energy (zero: lowest compared OMol25 entry of this formula, charge and spin)**: 15.1 kcal per mole
**Molar mass**: 122.1 g/mol

=====

(3)
Computed, not measured: a cluster of 2 separate species, C4H12NO3 in total, with ωB97M-V/def2-TZVPD.

Structure (XYZ):
```
20
Properties=species:S:1:pos:R:3
C 0.0689 0.1171 -0.1267
C 0.2149 -1.0655 -1.0838
C 1.6244 -1.6724 -1.0095
O 1.6962 -2.5615 0.1284
N -0.2298 -0.2577 1.2245
C -0.4535 1.0175 2.0183
O -1.2270 1.9279 1.4458
H 0.9954 0.6997 -0.1106
H -0.6760 0.8388 -0.4968
H -0.4364 -1.8365 -0.6504
H -0.1947 -0.9508 -2.0936
H 1.8286 -2.3634 -1.8299
H 2.2921 -0.8408 -0.8342
H 1.6411 -2.0121 0.9265
H -0.9584 -0.9614 1.3069
H -0.8462 0.6436 2.9975
H 0.5956 1.3526 2.1768
H -2.0555 2.7853 -0.5663
H -1.5399 2.3951 -1.9149
O -2.3398 2.7445 -1.5082
```

## Properties
**E_HOMO**: -0.1104 hartree
**Net charge**: -1
**E_LUMO**: 3.640 eV
**Relative energy (zero: lowest compared OMol25 entry of this formula, charge and spin)**: 26.5 kcal per mole
**Molar mass**: 122.1 g/mol

=====

(4)
Computed, not measured: a cluster of 2 separate species, C4H12NO3 in total, with ωB97M-V/def2-TZVPD.

Structure (XYZ):
```
20
Properties=species:S:1:pos:R:3
C -0.6746 -1.6787 0.3896
C -0.9553 -0.3291 0.8924
C 0.1229 0.7055 0.4883
C -0.2891 1.6156 -0.6008
O -0.5364 2.8529 -0.2326
O -0.6478 1.2229 -1.7090
N -0.7866 -1.6700 -1.1385
H 0.3519 -1.9339 0.6764
H -1.2289 -2.5135 0.8121
H -1.2355 -0.1643 1.9496
H -1.8926 -0.0493 0.3544
H 1.1641 0.1951 0.1905
H 0.3628 1.2043 1.4513
H -0.9206 3.2666 -1.0416
H -0.2987 -0.8260 -1.4716
H -0.3681 -2.4465 -1.6574
H -1.7376 -1.4454 -1.5040
H 2.9547 0.3779 1.3574
H 3.7879 0.8769 0.3414
O 2.8273 0.7389 0.4521
```

## Properties
**E_HOMO**: -0.5337 hartree
**Net charge**: +1
**E_LUMO**: -3.167 eV
**Relative energy (zero: lowest compared OMol25 entry of this formula, charge and spin)**: 23.8 kcal per mole
**Molar mass**: 122.1 g/mol

=====

(5)
Computed, not measured: a cluster of 3 separate species, C4H12NO3 in total, with ωB97M-V/def2-TZVPD.

Structure (XYZ):
```
20
Properties=species:S:1:pos:R:3
C 2.8611 0.2381 0.8428
C 1.6945 0.3305 -0.1557
C 0.8578 -0.8917 0.0608
C -0.4986 -0.7956 0.3835
O -3.6961 -0.9546 -0.0618
O -1.3744 -1.7952 0.5376
N 2.2151 0.5350 -1.4233
H 3.3648 1.1995 0.7599
H 2.4176 -0.0219 1.9149
H 3.5935 -0.4982 0.6834
H 0.9350 1.1314 0.0610
H 1.3663 -1.8664 -0.1198
H -0.9131 0.1544 0.6709
H -2.9008 -1.4472 0.1553
H -4.4185 -1.5906 -0.2574
H 1.8378 -0.1462 -2.0634
H 2.2782 1.4714 -1.5782
H -3.4760 0.8754 -0.1746
H -3.3252 2.4558 -0.1082
O -2.8191 1.6161 -0.1277
```

## Properties
**E_HOMO**: -0.5149 hartree
**Net charge**: +1
**E_LUMO**: -9.548 eV
**Relative energy (zero: lowest compared OMol25 entry of this formula, charge and spin)**: 159.6 kcal per mole
**Molar mass**: 122.1 g/mol

=====

(6)
Computed, not measured: a cluster of 3 separate species, C4H12NO7 in total, with ωB97M-V/def2-TZVPD.

Structure (XYZ):
```
24
Properties=species:S:1:pos:R:3
C 1.0863 0.1448 2.0128
C -1.6182 2.5995 -0.1731
C -0.2727 -1.0062 0.4821
C 1.5780 0.2740 -0.5159
N 0.6813 -0.1486 0.6452
O -1.0293 2.9402 -1.2859
O -1.3477 1.5842 0.4474
O -2.6656 -3.1789 -0.4885
O -0.5883 -1.4134 -0.6730
O 2.6231 0.9162 -0.0357
O 0.7982 1.0313 -1.4314
O 2.0610 -0.9044 -1.1365
H 0.3701 -0.2037 2.6769
H 1.9618 -0.4440 2.1913
H 1.3783 1.1804 2.2126
H -2.4989 3.2939 0.0156
H -1.0452 -1.1540 1.2607
H -0.0737 2.5559 -1.2946
H -2.6754 -3.6106 -1.2762
H -3.0100 -3.8225 0.1152
H -1.2792 -2.1538 -0.7177
H 2.3865 1.8519 0.0849
H 0.1816 0.3304 -1.8167
H 2.9980 -0.6627 -1.2996
```

## Properties
**E_HOMO**: -0.5084 hartree
**Net charge**: +1
**E_LUMO**: -3.336 eV
**Relative energy (zero: lowest compared OMol25 entry of this formula, charge and spin)**: 13.5 kcal per mole
**Molar mass**: 186.1 g/mol

=====

(7)
Computed, not measured: a cluster of 2 separate species, C4H12NOS in total, with ωB97M-V/def2-TZVPD.

Structure (XYZ):
```
19
Properties=species:S:1:pos:R:3
C -2.8584 0.8267 0.7192
N -1.9562 -0.3189 0.5886
C -0.7591 -0.0050 -0.2311
C 0.2882 -1.0634 -0.0260
S 1.9002 -0.5833 -0.7805
C -1.1229 0.0958 -1.7240
H -2.8476 1.4033 -0.2007
H -2.6116 1.4517 1.5725
H -3.8937 0.4791 0.8362
H -1.5633 -0.5093 1.5037
H -0.3470 0.9633 0.0677
H -0.0946 -2.0145 -0.4251
H 0.4727 -1.2303 1.0318
H -1.5246 1.0830 -1.9456
H -0.2102 -0.0290 -2.2961
H -1.9126 -0.5969 -1.9847
H 2.5826 0.2050 1.3463
H 3.3428 1.5172 1.6406
O 2.7058 0.9106 2.0202
```

## Properties
**E_HOMO**: -0.1022 hartree
**Net charge**: -1
**E_LUMO**: 3.772 eV
**Relative energy (zero: lowest compared OMol25 entry of this formula, charge and spin)**: 7.7 kcal per mole
**Molar mass**: 122.2 g/mol